This record from OMol25 describes a cluster of 16 separate species, C52H148N20O16 in total at a distorted geometry. The level of theory is ωB97M-V/def2-TZVPD.

## Properties
- Total charge: 0
- Frontier orbital gap: 8.97 eV
- Energy above the lowest of the compared OMol25 structures with the same formula, charge and spin: 371.1 kJ/mol
- Multiplicity: 1

Geometry as XYZ:
```
236
C52H148N20O16, DFT ωB97M-V/def2-TZVPD
C 22.871 13.273 15.034
C 21.809 14.204 15.658
C 20.379 13.459 15.943
O 19.337 14.364 16.538
C 18.209 13.593 17.009
N 22.404 14.955 16.716
H 23.853 13.747 15.040
H 22.602 13.165 13.984
H 22.913 12.326 15.572
H 21.502 14.916 14.892
H 20.507 12.668 16.682
H 19.979 13.019 15.029
H 18.212 13.565 18.098
H 18.177 12.565 16.645
H 17.332 14.201 16.787
H 21.733 15.241 17.415
H 22.955 14.282 17.229
C 18.016 20.404 10.183
C 19.365 19.704 10.359
C 19.492 18.275 9.818
O 20.772 17.637 10.096
C 20.787 16.236 9.717
N 20.260 20.673 9.759
H 18.080 21.365 10.693
H 17.325 19.757 10.722
H 17.856 20.519 9.111
H 19.440 19.638 11.444
H 19.541 18.320 8.730
H 18.607 17.666 10.002
H 19.951 15.745 10.215
H 21.691 15.897 10.224
H 20.638 16.202 8.637
H 19.795 21.559 9.617
H 20.263 20.366 8.796
C 15.112 18.664 22.994
C 16.045 17.939 22.044
C 15.459 16.579 21.694
O 14.937 15.792 22.784
C 14.355 14.556 22.281
N 16.158 18.759 20.900
H 14.955 18.166 23.950
H 14.142 18.868 22.541
H 15.574 19.630 23.201
H 16.989 17.899 22.589
H 16.199 16.036 21.107
H 14.684 16.873 20.986
H 14.097 13.887 23.101
H 14.866 14.051 21.461
H 13.473 14.785 21.684
H 16.671 19.598 21.132
H 16.625 18.316 20.121
C 9.500 18.411 22.016
C 10.684 17.512 21.512
C 11.338 18.151 20.370
O 10.684 17.906 19.152
C 11.095 18.800 18.133
N 11.646 17.512 22.630
H 9.139 17.999 22.958
H 8.551 18.305 21.490
H 9.812 19.438 22.201
H 10.468 16.472 21.270
H 12.276 17.602 20.293
H 11.625 19.194 20.499
H 10.549 18.526 17.230
H 12.115 18.437 18.003
H 11.023 19.866 18.345
H 12.553 17.273 22.257
H 11.749 18.505 22.781
C 11.030 12.509 14.355
C 12.226 13.371 13.989
C 13.192 13.645 15.181
O 13.812 14.857 15.037
C 14.808 14.989 14.023
N 12.873 13.104 12.663
H 10.382 12.514 13.478
H 10.579 12.782 15.309
H 11.394 11.522 14.641
H 11.848 14.381 13.830
H 13.874 12.807 15.323
H 12.561 13.725 16.066
H 15.432 15.816 14.361
H 14.345 15.416 13.133
H 15.484 14.137 13.957
H 12.130 13.408 12.050
H 13.586 13.774 12.412
C 19.336 25.419 18.382
C 18.349 24.432 19.028
C 16.846 24.704 18.952
O 16.611 25.854 19.740
C 15.327 26.108 20.304
N 18.633 23.122 18.414
H 20.326 25.188 18.775
H 19.239 26.472 18.646
H 19.272 25.359 17.295
H 18.594 24.406 20.090
H 16.363 23.781 19.273
H 16.520 24.919 17.935
H 14.958 25.294 20.929
H 14.535 26.405 19.617
H 15.442 27.042 20.854
H 19.629 23.000 18.299
H 18.232 23.158 17.488
C 18.450 19.657 14.943
C 17.379 19.740 16.064
C 16.643 18.330 16.336
O 15.770 18.386 17.480
C 15.222 17.113 17.846
N 17.985 20.210 17.268
H 19.326 19.166 15.367
H 18.757 20.693 14.804
H 18.242 19.133 14.010
H 16.637 20.501 15.818
H 17.456 17.638 16.556
H 16.002 18.145 15.474
H 14.480 16.736 17.142
H 14.540 17.175 18.694
H 16.064 16.427 17.944
H 18.309 21.122 16.976
H 17.233 20.427 17.906
C 15.967 22.672 22.185
C 17.408 22.104 22.063
C 17.846 21.333 23.298
O 18.284 22.347 24.243
C 18.886 21.743 25.361
N 17.554 21.245 20.880
H 15.692 23.112 23.144
H 15.185 21.962 21.917
H 15.869 23.459 21.437
H 18.168 22.884 22.024
H 18.586 20.597 22.984
H 17.106 20.652 23.720
H 19.722 21.097 25.094
H 18.095 21.192 25.869
H 19.255 22.608 25.912
H 17.301 21.836 20.101
H 18.473 20.936 20.597
C 23.737 17.158 14.206
C 23.152 18.300 14.948
C 22.880 19.483 13.985
O 24.031 20.118 13.306
C 24.973 20.659 14.189
N 22.003 17.813 15.727
H 23.510 16.235 14.740
H 24.793 17.426 14.169
H 23.347 16.990 13.203
H 23.921 18.686 15.617
H 22.381 20.275 14.544
H 22.259 19.217 13.130
H 25.653 21.276 13.603
H 25.519 19.848 14.672
H 24.528 21.232 15.003
H 22.290 17.035 16.304
H 21.766 18.542 16.384
C 17.125 9.926 17.616
C 17.254 10.675 18.916
C 16.036 11.572 19.351
O 15.717 12.561 18.365
C 14.617 13.417 18.618
N 17.323 9.719 19.968
H 17.668 10.463 16.838
H 16.123 9.662 17.277
H 17.721 9.014 17.644
H 18.205 11.207 18.896
H 16.259 12.247 20.178
H 15.163 11.009 19.679
H 13.683 12.857 18.650
H 14.534 14.149 17.814
H 14.705 13.980 19.547
H 18.078 9.128 19.649
H 16.528 9.114 19.822
C 18.890 16.548 20.021
C 19.352 15.627 21.184
C 19.316 14.077 20.900
O 19.730 13.301 22.032
C 19.335 11.931 21.925
N 20.784 15.863 21.415
H 17.944 16.166 19.637
H 19.439 16.587 19.081
H 18.799 17.552 20.438
H 18.801 15.822 22.103
H 19.919 13.845 20.022
H 18.262 13.928 20.666
H 19.800 11.378 21.109
H 18.268 11.828 21.729
H 19.411 11.532 22.936
H 20.956 15.341 22.262
H 21.416 15.441 20.750
C 11.367 21.992 14.150
C 12.604 22.717 13.880
C 13.481 21.966 12.850
O 14.156 20.884 13.439
C 15.057 20.198 12.613
N 12.349 24.054 13.422
H 10.660 22.661 14.640
H 11.531 21.208 14.890
H 10.901 21.650 13.225
H 13.146 22.886 14.811
H 14.352 22.570 12.596
H 12.941 21.692 11.943
H 16.042 20.161 13.078
H 15.215 20.853 11.756
H 14.666 19.225 12.315
H 13.184 24.620 13.365
H 11.885 24.531 14.182
C 19.526 16.683 13.229
O 18.662 16.116 12.622
N 20.561 17.225 12.758
N 19.533 16.691 14.499
H 20.619 17.413 11.767
H 21.110 17.784 13.394
H 20.317 17.152 14.938
H 18.762 16.253 14.983
C 14.331 21.536 17.793
O 14.100 22.738 17.813
N 14.413 20.810 16.744
N 14.707 20.862 18.862
H 14.408 21.338 15.883
H 15.101 20.072 16.791
H 14.924 19.876 18.891
H 14.594 21.345 19.741
C 11.773 18.030 14.830
O 10.841 18.810 14.792
N 13.016 18.293 14.573
N 11.656 16.745 15.131
H 13.638 17.499 14.520
H 13.305 19.237 14.361
H 12.464 16.165 15.306
H 10.704 16.522 15.383
C 17.521 23.171 14.477
O 18.286 23.153 15.419
N 16.333 23.557 14.631
N 17.829 22.936 13.257
H 16.209 24.103 15.472
H 15.525 23.350 14.063
H 17.157 22.963 12.504
H 18.809 22.751 13.095
```